DFT (ωB97M-V with the def2-TZVPD basis set) results for C6H13NO4S in the gas phase in a non-equilibrium geometry.

Positions of all 25 atoms, in Å:
C 0.238 1.595 0.376
C -0.898 0.534 -0.088
C -2.167 1.315 -0.158
C -3.401 0.522 0.030
C -3.098 -0.912 -0.510
C -1.859 -1.578 0.147
H 0.631 -0.849 1.276
H 2.013 0.080 2.025
H -0.090 2.563 -0.013
H 0.222 1.612 1.420
H -0.432 0.061 -1.034
H -1.920 1.660 -1.279
H -2.181 2.209 0.555
H -4.147 0.895 -0.881
H -3.751 0.482 1.042
H -4.121 -1.373 -0.250
H -2.877 -0.779 -1.584
H -2.178 -2.354 0.940
H -1.316 -1.964 -0.647
N 1.745 -0.616 1.381
O 3.493 -0.196 -0.635
O 1.142 -1.105 -0.821
O 1.469 1.359 -0.306
O -0.902 -0.596 0.747
S 2.089 -0.155 -0.119

**Relative energy (zero: lowest compared OMol25 entry of this formula, charge and spin)**: 77.6 kcal per mole
**Spin multiplicity**: 1
**Orbital gap**: 10.63 eV